The following is a DFT calculation (ωB97M-V/def2-TZVPD) of 2 unconnected molecules or ions with the total composition C20H27BBrF4N5 in a non-equilibrium geometry.

XYZ file:
```
58
Properties=species:S:1:pos:R:3:lowdin_charge:R:1
C -0.47282 3.92277 0.02609 -0.079
C -0.05791 2.45354 -0.05830 -0.163
C -1.02804 1.47664 -0.82580 -0.344
C -1.79608 2.32309 -1.85981 -0.155
C -3.12658 2.67891 -1.69202 -0.024
C -3.69624 3.48275 -2.67130 -0.043
C -2.90303 3.87159 -3.73663 -0.146
N -1.63887 3.51622 -3.92541 0.089
C -1.09264 2.74580 -2.98515 -0.087
N -0.18360 0.56922 -1.61072 0.032
C 0.41442 -0.50204 -0.84846 -0.312
C 1.43280 -1.31151 -1.61377 -0.176
C 1.14804 -2.37050 -2.46916 -0.054
C 2.16338 -3.06995 -3.11812 -0.065
C 3.48841 -2.70247 -2.92040 -0.071
C 3.78868 -1.62410 -2.09616 -0.061
C 2.77314 -0.93919 -1.44871 -0.020
C -0.69001 -1.32895 -0.18736 -0.518
Br -2.08197 -1.93323 -1.42777 0.874
N -1.39958 -0.49789 0.81403 -0.099
N -0.53847 -0.14443 1.91551 0.130
C -0.14164 -1.15654 2.61462 -0.330
C 1.19653 -1.06376 3.24402 0.019
C -0.92075 -2.40223 2.89943 0.010
C -1.99118 0.78742 0.18376 -0.256
N -2.23818 1.67644 1.31688 0.084
H -1.51872 4.08279 0.27984 0.063
H 0.10572 4.39022 0.82153 0.082
H -0.27156 4.47805 -0.88575 0.078
H 0.18196 2.07354 0.92879 0.092
H 0.86456 2.42400 -0.63749 0.119
H -3.70912 2.35292 -0.84518 0.102
H -4.72028 3.80943 -2.58882 0.106
H -3.34258 4.51972 -4.48514 0.107
H -0.05948 2.46425 -3.11401 0.125
H -0.62081 0.23616 -2.46042 0.107
H 0.95749 -0.02618 -0.02952 0.137
H 0.13178 -2.68080 -2.65614 0.047
H 1.93380 -3.90791 -3.75862 0.106
H 4.28316 -3.25227 -3.40229 0.107
H 4.82213 -1.33789 -1.96855 0.109
H 2.99398 -0.09828 -0.80474 0.117
H -0.28880 -2.24487 0.23488 0.114
H -2.22557 -1.03708 1.10071 0.140
H 1.90704 -1.08017 2.41657 0.108
H 1.36957 -1.87508 3.94395 0.077
H 1.33218 -0.09336 3.72146 0.109
H -1.35521 -2.34421 3.89444 0.115
H -0.22194 -3.23946 2.92681 0.111
H -1.66125 -2.66624 2.14458 0.071
H -2.96069 0.51723 -0.22589 0.113
H -2.71836 2.50674 0.99040 0.076
H -2.90975 1.23231 1.93975 0.099
B 3.47445 -3.54060 5.01120 -1.254
F 4.23886 -4.65386 5.35115 0.102
F 4.10090 -2.35469 5.42752 0.081
F 3.28794 -3.48987 3.59879 0.046
F 2.19077 -3.62212 5.61090 0.055
```

E_HOMO (eV): -10.0
Max |F| (hartree/bohr): 0.037